10
Properties=species:S:1:pos:R:3:forces:R:3:lowdin_charge:R:1 method="wB97M-V/def2-TZVPD" relative_energy_ev=6.2969 energy_ha=-624.999856 e_lumo_ha="-0.0340 / 0.0143" homo_energy_ev="-8.1 / -8.3" gap_ev="7.174 / 8.680" charge=0 spin_multiplicity=1 mol_weight_da=105.03
P -1.928 0.674 0.089 3.3 -1.4 1.1 0.95
O -1.307 -0.478 1.270 -2.1 0.6 -0.1 -0.52
O 0.897 -0.830 1.062 -0.5 0.7 -0.3 -0.13
N -0.255 -1.032 1.786 0.3 0.0 -0.1 0.00
C 0.664 -0.449 -0.300 -0.7 -1.5 -0.8 -0.29
C -0.109 0.825 -0.496 -2.0 2.6 -3.3 -0.46
H 1.625 -0.293 -0.722 1.1 -0.1 -0.2 0.10
H -0.202 1.185 -1.662 0.3 -1.6 2.3 0.12
H 0.401 1.758 -0.195 -0.1 -0.7 0.8 0.07
H 0.214 -1.360 -0.834 0.3 1.4 0.6 0.15